Record 1
{
  "formula": "C43H40BrF3N5O5S2Zr",
  "method": "ωB97M-V/def2-TZVPD",
  "symbols": ["Zr", "C", "C", "C", "C", "C", "C", "C", "C", "C", "H", "H", "H", "H", "H", "H", "H", "H", "H", "H", "H", "H", "C", "O", "C", "C", "C", "Br", "C", "C", "C", "O", "C", "N", "C", "C", "C", "C", "C", "C", "N", "H", "H", "H", "H", "H", "H", "H", "H", "H", "H", "H", "C", "C", "C", "C", "C", "C", "C", "C", "C", "C", "C", "C", "C", "C", "H", "H", "H", "H", "H", "H", "H", "H", "H", "H", "H", "C", "N", "C", "C", "N", "C", "S", "H", "H", "H", "H", "H", "H", "N", "C", "F", "C", "F", "F", "S", "O", "O", "O"],
  "coordinates": [[-0.785, 0.374, -0.225], [-2.178, 2.814, 2.286], [-2.613, 2.331, 0.927], [-2.150, 2.951, -0.240], [-2.648, 2.596, -1.501], [-2.341, 3.389, -2.742], [-3.561, 1.547, -1.570], [-4.042, 0.908, -0.430], [-5.076, -0.176, -0.540], [-3.583, 1.336, 0.810], [-1.268, 3.409, 2.228], [-2.011, 1.980, 2.967], [-2.960, 3.440, 2.720], [-1.520, 3.825, -0.137], [-1.728, 4.262, -2.524], [-3.275, 3.740, -3.182], [-1.842, 2.779, -3.498], [-3.960, 1.268, -2.537], [-6.078, 0.249, -0.446], [-4.955, -0.918, 0.249], [-5.012, -0.680, -1.505], [-4.007, 0.912, 1.713], [0.735, 3.116, -1.610], [0.596, 2.403, -0.358], [1.579, 2.676, 0.591], [2.530, 3.656, 0.428], [3.509, 3.773, 1.407], [4.825, 5.104, 1.213], [3.543, 2.931, 2.492], [2.547, 1.965, 2.679], [1.548, 1.882, 1.725], [0.448, 1.044, 1.779], [2.734, 1.058, 3.836], [3.916, 0.867, 4.347], [3.732, -0.079, 5.346], [4.667, -0.668, 6.201], [4.211, -1.619, 7.087], [2.852, -1.988, 7.138], [1.915, -1.406, 6.311], [2.392, -0.448, 5.418], [1.761, 0.308, 4.445], [1.761, 3.058, -1.957], [0.431, 4.152, -1.465], [0.089, 2.625, -2.328], [2.554, 4.302, -0.434], [4.333, 2.991, 3.227], [0.600, 0.247, 2.324], [5.708, -0.376, 6.164], [4.909, -2.101, 7.758], [2.539, -2.746, 7.843], [0.871, -1.688, 6.346], [0.774, 0.268, 4.269], [-3.345, -5.225, -4.137], [-4.106, -4.927, -3.014], [-3.746, -3.863, -2.201], [-2.644, -3.067, -2.514], [-1.884, -3.379, -3.643], [-2.231, -4.452, -4.445], [-2.270, -1.983, -1.587], [-1.659, -0.808, -1.844], [-1.463, -0.255, -3.210], [-2.491, -0.261, -4.159], [-2.324, 0.377, -5.374], [-1.124, 1.023, -5.680], [-0.089, 1.010, -4.762], [-0.268, 0.382, -3.530], [-3.611, -6.066, -4.762], [-4.971, -5.528, -2.768], [-4.326, -3.643, -1.311], [-1.005, -2.791, -3.876], [-1.630, -4.692, -5.312], [-2.502, -2.232, -0.556], [-3.419, -0.776, -3.939], [-3.129, 0.367, -6.098], [-1.003, 1.525, -6.631], [0.862, 1.474, -4.994], [0.581, 0.332, -2.845], [5.109, 0.344, 0.324], [4.771, -0.674, -0.659], [5.279, -1.964, -0.706], [4.707, -2.580, -1.754], [3.861, -1.651, -2.333], [3.896, -0.480, -1.665], [3.000, 0.923, -1.984], [5.820, -0.077, 1.029], [4.209, 0.651, 0.853], [5.541, 1.212, -0.169], [5.983, -2.325, 0.022], [4.818, -3.579, -2.132], [3.269, -1.795, -3.132], [1.870, -1.574, 0.222], [0.986, -0.934, -0.160], [-3.125, -1.136, 3.737], [-2.760, -2.193, 3.013], [-3.735, -2.469, 2.149], [-2.539, -3.227, 3.797], [-1.227, -1.805, 2.086], [-0.261, -1.381, 3.063], [-0.949, -2.910, 1.244], [-1.744, -0.558, 1.300]],
  "mulliken_charge": [-1.735, -1.808, 1.179, -1.273, 1.634, -1.562, -0.814, 0.857, -1.574, -0.474, 0.290, 0.211, 0.495, 0.576, 0.347, 0.476, 0.139, 0.658, 0.438, 0.208, 0.328, 0.574, -1.178, 0.894, -0.005, -0.222, -0.701, -0.154, -0.700, 1.226, -0.272, 0.481, -0.378, -0.647, 0.387, -0.828, -0.489, -0.560, -0.893, 0.705, 0.242, 0.660, 0.398, -0.303, 0.594, 0.618, -0.310, 0.452, 0.396, 0.399, 0.401, 0.169, -0.508, -0.801, -0.277, 0.107, 0.006, -0.757, -0.623, 2.336, -0.021, -0.351, -0.935, -0.765, -0.501, -0.003, 0.409, 0.417, 0.424, 0.445, 0.423, -0.042, 0.566, 0.468, 0.421, 0.466, 0.454, -0.827, 0.252, -0.152, -0.589, 0.138, -0.263, -0.219, 0.303, 0.233, 0.322, 0.410, 0.417, 0.217, -0.553, 0.832, -0.207, 0.633, -0.172, -0.184, 1.195, -0.798, -0.486, -0.410],
  "homo_energy_ha": [-0.3643, -0.3643],
  "lumo_ev": [-9.05, -9.05],
  "e_tot_ev": -164070.75086,
  "charge": 1,
  "homo_lumo_gap_ev": [0.9, 0.9],
  "relative_energy_kcal_mol": 18.54
}



Record 2
{
  "formula": "C43H40Cl5F3N4O3STl",
  "method": "ωB97M-V/def2-TZVPD",
  "symbols": ["Tl", "C", "C", "C", "C", "C", "N", "C", "C", "C", "N", "C", "C", "C", "C", "C", "C", "C", "C", "N", "C", "C", "C", "N", "C", "C", "C", "C", "O", "C", "O", "H", "H", "H", "H", "H", "H", "H", "H", "H", "H", "H", "H", "H", "H", "H", "H", "H", "H", "H", "H", "H", "H", "H", "H", "H", "H", "H", "H", "Cl", "C", "C", "C", "Cl", "C", "Cl", "C", "Cl", "C", "Cl", "F", "C", "F", "F", "C", "C", "C", "C", "C", "C", "C", "C", "H", "H", "H", "H", "O", "S", "C", "C", "C", "C", "H", "H", "H", "H", "H", "H", "H", "H"],
  "coordinates": [[-1.151, -0.796, -1.013], [5.020, -1.828, 3.004], [3.629, -1.482, 2.531], [3.007, -0.298, 2.930], [1.697, 0.037, 2.537], [1.076, 1.270, 2.810], [1.754, 2.460, 3.072], [2.888, 2.819, 2.215], [2.470, 3.495, 0.904], [1.517, 2.665, 0.034], [0.819, 3.518, -0.918], [1.100, 3.607, -2.255], [1.428, 2.546, -3.126], [2.048, 2.848, -4.355], [2.464, 1.871, -5.260], [3.150, 2.247, -6.550], [2.199, 0.557, -4.951], [1.453, 0.178, -3.800], [1.066, -1.214, -3.759], [0.301, -1.850, -2.951], [-0.022, -3.222, -3.339], [0.858, -4.321, -2.736], [0.628, -4.585, -1.248], [1.474, -3.747, -0.423], [0.900, -2.980, 0.414], [1.600, -2.070, 1.316], [2.926, -2.341, 1.707], [0.940, -0.888, 1.711], [-0.239, -0.533, 1.310], [1.025, 1.156, -2.865], [0.258, 0.912, -1.870], [5.550, -0.937, 3.347], [5.605, -2.286, 2.205], [4.997, -2.536, 3.839], [3.525, 0.375, 3.610], [-0.003, 1.331, 2.759], [1.118, 3.234, 3.187], [3.444, 1.911, 1.990], [3.550, 3.487, 2.772], [3.373, 3.725, 0.328], [1.986, 4.452, 1.138], [0.791, 2.154, 0.661], [2.055, 1.898, -0.516], [0.348, 4.298, -0.492], [1.064, 4.610, -2.674], [2.244, 3.895, -4.578], [3.657, 3.210, -6.459], [2.435, 2.331, -7.375], [3.893, 1.500, -6.836], [2.535, -0.226, -5.627], [1.469, -1.780, -4.614], [0.019, -3.319, -4.431], [-1.063, -3.409, -3.040], [1.911, -4.066, -2.879], [0.652, -5.236, -3.301], [0.875, -5.628, -1.026], [-0.441, -4.442, -1.022], [-0.198, -2.973, 0.491], [3.384, -3.258, 1.350], [-2.120, -5.404, 0.816], [-3.168, -4.610, -0.288], [-3.505, -3.277, -0.055], [-4.388, -2.653, -0.942], [-4.798, -1.003, -0.690], [-4.922, -3.341, -2.026], [-6.042, -2.562, -3.072], [-4.556, -4.663, -2.255], [-5.203, -5.513, -3.596], [-3.676, -5.298, -1.386], [-3.207, -6.926, -1.674], [1.210, 1.405, 5.936], [-0.061, 1.048, 6.177], [-0.037, 0.269, 7.280], [-0.738, 2.163, 6.500], [-0.671, 0.322, 5.012], [-0.040, -0.821, 4.542], [-0.612, -1.549, 3.517], [-1.821, -1.141, 2.959], [-2.426, 0.022, 3.411], [-1.858, 0.750, 4.446], [-2.443, -1.946, 1.943], [-2.932, -2.582, 1.056], [0.901, -1.135, 4.975], [-0.124, -2.431, 3.125], [-3.349, 0.347, 2.953], [-2.337, 1.648, 4.811], [-1.217, 3.701, 1.194], [-1.963, 2.464, 0.777], [-3.709, 2.859, 1.086], [-3.990, 4.071, 0.205], [-3.299, 3.819, -1.154], [-2.312, 2.652, -0.988], [-3.841, 3.051, 2.151], [-4.282, 1.971, 0.795], [-3.552, 4.947, 0.682], [-5.061, 4.250, 0.099], [-2.776, 4.717, -1.479], [-4.029, 3.573, -1.926], [-1.354, 2.766, -1.493], [-2.752, 1.702, -1.303]],
  "mulliken_charge": [1.945, -1.610, 0.556, -0.895, 1.035, -0.639, -0.029, -0.863, -1.073, 0.883, 0.434, -1.606, 1.587, -0.963, 0.741, -1.658, -1.070, 0.276, -0.264, 0.080, -0.995, -0.877, 0.223, -0.561, 0.144, 0.560, -0.908, -0.356, -1.166, -0.345, -0.342, 0.397, 0.372, 0.264, 0.472, -0.050, 0.473, 0.399, 0.351, 0.274, 0.396, -1.017, 0.349, 0.353, 0.226, 0.330, 0.361, 0.284, 0.375, 0.361, 0.267, 0.560, 0.122, 0.287, 0.499, 0.437, -0.396, 0.242, 0.480, -0.075, 0.010, -0.282, 0.790, -0.090, 0.121, -0.193, 0.316, -0.193, 0.125, -0.181, -0.213, 0.921, -0.303, -0.322, 0.546, -0.962, -1.132, 0.725, -0.341, -1.127, -0.105, -0.865, 0.396, 0.952, 0.636, 0.459, -0.819, 0.931, -0.923, -0.721, -0.702, 0.173, 0.530, 0.252, 0.219, 0.405, 0.272, 0.365, -0.591, 0.285],
  "homo_energy_ha": [-0.1043, -0.1015],
  "lumo_ev": [1.65, 1.65],
  "e_tot_ev": -143635.39053,
  "charge": -1,
  "homo_lumo_gap_ev": [4.5, 4.4],
  "relative_energy_kcal_mol": 24.30
}



Record 3
{
  "formula": "C43H40ClErN9OS4",
  "method": "ωB97M-V/def2-TZVPD",
  "symbols": ["Er", "C", "C", "N", "N", "C", "N", "S", "C", "C", "C", "C", "C", "N", "H", "H", "H", "H", "H", "H", "H", "H", "H", "N", "C", "C", "C", "C", "C", "C", "S", "N", "C", "C", "C", "C", "C", "C", "N", "H", "H", "H", "H", "H", "H", "H", "H", "H", "Cl", "C", "C", "C", "C", "C", "C", "C", "H", "H", "H", "H", "H", "H", "C", "N", "C", "C", "N", "C", "S", "H", "H", "H", "H", "H", "H", "O", "S", "C", "C", "C", "C", "C", "C", "C", "C", "C", "C", "C", "C", "H", "H", "H", "H", "H", "H", "H", "H", "H", "H"],
  "coordinates": [[0.609, 0.770, 0.173], [-3.678, 2.741, 1.263], [-2.499, 2.138, 0.560], [-1.275, 2.329, 0.914], [-1.085, 3.166, 1.963], [0.151, 3.589, 2.135], [0.332, 4.438, 3.180], [1.532, 3.228, 1.192], [-2.724, 1.370, -0.669], [-3.991, 1.299, -1.251], [-4.150, 0.676, -2.474], [-3.040, 0.114, -3.085], [-1.823, 0.211, -2.435], [-1.652, 0.823, -1.266], [-3.340, 3.286, 2.136], [-4.376, 1.958, 1.568], [-4.197, 3.437, 0.601], [-0.480, 4.902, 3.554], [1.201, 4.942, 3.204], [-4.841, 1.750, -0.760], [-5.121, 0.639, -2.950], [-3.114, -0.382, -4.043], [-0.930, -0.204, -2.888], [2.099, 2.064, -4.215], [2.137, 3.468, -4.365], [2.928, 4.025, -5.355], [2.962, 5.402, -5.536], [2.216, 6.224, -4.713], [1.440, 5.668, -3.701], [1.394, 4.299, -3.536], [0.394, 3.597, -2.237], [0.836, 1.971, -2.236], [1.539, 1.420, -3.153], [1.733, -0.049, -3.081], [2.155, -0.788, -4.181], [2.347, -2.154, -4.045], [2.111, -2.742, -2.817], [1.645, -1.939, -1.788], [1.453, -0.628, -1.907], [2.775, 1.561, -4.762], [3.517, 3.374, -5.992], [3.577, 5.823, -6.319], [2.235, 7.298, -4.842], [0.866, 6.305, -3.038], [2.300, -0.320, -5.144], [2.675, -2.743, -4.891], [2.271, -3.797, -2.653], [1.424, -2.367, -0.821], [3.568, 1.272, -0.613], [4.012, -0.394, -0.313], [4.938, -1.011, -1.130], [5.184, -2.368, -0.972], [4.482, -3.073, -0.001], [3.578, -2.427, 0.824], [3.315, -1.049, 0.716], [2.356, -0.343, 1.555], [5.459, -0.439, -1.888], [5.919, -2.857, -1.597], [4.660, -4.134, 0.123], [3.060, -2.984, 1.598], [2.017, -0.972, 2.377], [2.784, 0.580, 1.962], [1.051, -0.387, 5.797], [0.180, 0.753, 5.598], [-0.030, 1.773, 6.509], [-0.866, 2.659, 5.937], [-1.169, 2.165, 4.685], [-0.528, 0.999, 4.466], [-0.650, 0.026, 3.099], [0.756, -0.938, 6.690], [2.085, -0.059, 5.898], [0.959, -1.029, 4.926], [0.435, 1.778, 7.479], [-1.266, 3.583, 6.313], [-1.649, 2.640, 3.931], [-0.426, -1.350, 0.278], [-1.521, -2.154, -0.379], [-1.100, -3.875, -0.078], [-0.073, -4.230, 0.777], [0.154, -5.579, 1.017], [-0.637, -6.542, 0.407], [-1.648, -6.167, -0.471], [-1.877, -4.826, -0.724], [-2.936, -2.126, 0.733], [-4.195, -1.905, 0.197], [-5.290, -1.852, 1.047], [-5.110, -2.021, 2.413], [-3.846, -2.268, 2.932], [-2.749, -2.329, 2.089], [0.532, -3.464, 1.249], [0.954, -5.877, 1.682], [-0.470, -7.591, 0.612], [-2.252, -6.919, -0.962], [-2.656, -4.513, -1.412], [-4.320, -1.787, -0.872], [-6.279, -1.676, 0.645], [-5.960, -1.970, 3.081], [-3.711, -2.412, 3.995], [-1.760, -2.524, 2.476]],
  "mulliken_charge": [0.212, -1.996, 0.622, 1.437, -1.684, 0.284, -0.288, -0.390, 0.713, -0.687, -1.093, -1.142, -0.246, 0.839, 0.339, 0.338, 0.436, 0.260, 0.226, 0.548, 0.425, 0.531, 0.330, 0.037, -0.341, -0.587, -0.651, -0.636, -0.712, 0.959, -0.193, -0.113, 0.402, 0.514, -1.115, -1.222, -1.553, -0.879, 2.120, 0.207, 0.393, 0.401, 0.381, 0.426, 0.686, 0.458, 0.586, 0.863, -0.059, 0.798, -0.610, -0.680, -0.787, -0.308, 0.271, -1.358, 0.470, 0.429, 0.416, 0.500, 0.265, 0.555, -0.843, 0.243, -0.471, -0.634, 0.343, -0.415, -0.216, 0.318, 0.333, 0.215, 0.492, 0.443, 0.159, 0.230, 0.679, 0.683, -0.157, -0.901, -0.532, -0.727, -0.690, 0.928, -0.507, -0.703, -0.581, -0.821, -0.461, 0.183, 0.464, 0.435, 0.433, 0.487, 0.456, 0.460, 0.411, 0.481, 0.440],
  "homo_energy_ha": [-0.3248, -0.3242],
  "lumo_ev": [-2.54, -2.54],
  "e_tot_ev": -144181.97142,
  "charge": 1,
  "homo_lumo_gap_ev": [6.3, 6.3],
  "s2": 3.753,
  "multiplicity": 4
}